(1)
The following is a DFT calculation (ωB97M-V with the def2-TZVPD basis set) of C25H34N7O5Pt as an isolated structure.

Each line ends with the Löwdin charge.
Positions of all 72 atoms, in Å:
Pt 0.021 -0.057 0.593  1.454
C 3.728 2.645 1.800  -0.014
N 3.054 3.080 0.573  -0.063
C 3.891 3.528 -0.543  -0.099
C 2.947 3.422 -1.732  -0.099
N 1.953 2.448 -1.267  -0.076
C 0.710 2.318 -2.012  -0.012
C 1.957 2.435 0.093  -0.358
N 0.983 1.937 0.817  -0.013
C 0.846 2.284 2.230  -0.219
C -0.604 2.031 2.572  -0.194
N -0.848 0.605 2.312  -0.076
C -1.992 0.002 2.632  -0.330
N -2.088 -1.346 2.683  -0.091
C -1.026 -2.282 2.417  -0.042
C -3.475 -1.759 2.852  -0.087
C -4.073 -0.509 3.478  -0.089
N -3.185 0.541 2.968  -0.056
C -3.528 1.922 3.282  -0.010
H 4.801 2.661 1.620  0.098
H 3.432 1.628 2.052  0.080
H 3.516 3.307 2.638  0.097
H 4.749 2.858 -0.645  0.129
H 4.255 4.541 -0.387  0.135
H 3.446 3.078 -2.635  0.132
H 2.454 4.374 -1.943  0.136
H 0.833 2.806 -2.975  0.103
H -0.122 2.774 -1.471  0.103
H 0.489 1.271 -2.194  0.060
H 1.101 3.334 2.383  0.136
H 1.471 1.666 2.878  0.105
H -1.214 2.680 1.945  0.114
H -0.792 2.250 3.623  0.131
H -0.088 -1.869 2.785  0.062
H -0.928 -2.523 1.350  0.088
H -1.242 -3.208 2.949  0.107
H -3.542 -2.630 3.500  0.135
H -3.933 -1.994 1.886  0.136
H -4.033 -0.536 4.571  0.140
H -5.096 -0.321 3.164  0.135
H -4.613 1.976 3.332  0.101
H -3.206 2.603 2.505  0.084
H -3.123 2.234 4.246  0.103
O 1.701 -0.599 1.662  -0.268
N 2.360 -1.705 1.248  -0.155
C 2.822 -1.812 -0.009  -0.001
C 3.547 -2.922 -0.381  0.004
C 3.813 -3.911 0.556  -0.006
C 3.341 -3.758 1.851  0.001
C 2.609 -2.639 2.179  0.012
H 2.590 -0.992 -0.669  0.127
H 3.907 -2.994 -1.397  0.130
H 4.389 -4.784 0.283  0.130
H 3.537 -4.497 2.613  0.131
H 2.214 -2.430 3.162  0.148
O 0.206 -0.989 -1.230  -0.154
C -0.988 -0.570 -1.559  -0.538
O -1.547 0.166 -0.638  -0.119
C -1.616 -0.875 -2.808  -0.156
C -2.888 -0.355 -3.067  0.017
C -3.538 -0.620 -4.266  0.051
C -2.860 -1.414 -5.167  -0.191
O -3.273 -1.807 -6.377  0.080
C -2.224 -2.610 -6.943  -0.075
O -1.175 -2.670 -5.970  0.058
C -1.587 -1.931 -4.911  -0.195
C -0.930 -1.685 -3.745  0.096
H -3.363 0.262 -2.318  0.126
H -4.519 -0.231 -4.491  0.134
H -1.860 -2.135 -7.853  0.147
H -2.605 -3.611 -7.140  0.148
H 0.052 -2.083 -3.539  0.137

2S+1	2
energy above the lowest of the compared OMol25 structures with the same formula, charge and spin	0.0	kJ/mol
largest force on an atom	0.0153	hartree/bohr
E_tot	-50376.1259	eV
frontier orbital gap (alpha / beta)	7.1 / 6.1	eV
total charge	+2

(2)
The following is a DFT calculation (ωB97M-V with the def2-TZVPD basis set) of C20H15N7O6S2Ti as an isolated structure.

Each line ends with the Löwdin charge.
Positions of all 51 atoms, in Å:
Ti 0.738 -0.191 -0.538  0.933
O -3.082 2.174 -1.263  0.127
C -3.862 1.354 -0.598  -0.279
C -5.201 1.623 -0.847  -0.035
C -6.177 0.856 -0.284  -0.098
C -5.747 -0.183 0.603  -0.115
C -4.416 -0.391 0.855  -0.067
C -3.484 0.281 0.154  -0.112
C -2.072 -0.057 0.303  -0.397
O -1.152 0.546 -0.452  -0.203
N -1.812 -1.018 1.122  0.096
N -0.447 -1.332 0.938  -0.040
C 0.002 -2.310 1.569  -0.100
C 1.406 -2.636 1.630  -0.168
C 1.770 -3.836 2.243  -0.082
C 3.093 -4.251 2.378  -0.130
C 4.149 -3.365 2.067  -0.097
C 3.800 -2.161 1.511  -0.044
C 2.509 -1.798 1.272  -0.441
O 2.267 -0.641 0.751  -0.215
H -2.255 1.799 -1.336  0.048
H -5.441 2.418 -1.490  0.098
H -7.260 1.030 -0.474  0.100
H -6.570 -0.684 1.214  0.102
H -4.068 -1.193 1.584  0.133
H -0.734 -3.006 1.979  0.127
H 0.949 -4.513 2.540  0.104
H 3.258 -5.296 2.807  0.097
H 5.114 -3.696 2.209  0.062
H 4.597 -1.518 1.158  0.117
N 3.235 2.104 -3.240  0.001
C 2.829 0.902 -2.801  -0.170
N 2.264 0.969 -1.610  0.028
C 2.385 2.392 -1.261  -0.250
N 3.042 3.096 -2.218  0.064
C 1.745 2.743 -0.023  -0.230
C 1.678 4.066 0.436  -0.191
N 0.930 4.529 1.348  0.018
C 0.062 3.581 1.870  -0.175
C 0.104 2.260 1.523  -0.149
N 0.966 1.774 0.591  -0.011
H 3.794 2.348 -4.041  0.125
H 2.848 -0.028 -3.427  0.113
H 2.348 4.780 -0.092  0.108
H -0.742 3.899 2.493  0.062
H -0.543 1.554 2.103  0.118
O -0.400 -2.824 -3.631  -0.420
S 0.570 -1.815 -3.206  0.100
O -0.154 -0.724 -2.412  -0.548
O 1.336 -1.225 -4.296  -0.454
S 1.832 -2.389 -1.717  0.341

2S+1	3
largest force on an atom	0.0793	hartree/bohr
E_tot	-88488.9778	eV
frontier orbital gap (alpha / beta)	4.8 / 6.9	eV
total charge	-2

(3)
The following is a DFT calculation (ωB97M-V with the def2-TZVPD basis set) of C4H8N2O2 as an isolated structure.

Each line ends with the Löwdin charge.
Positions of all 16 atoms, in Å:
C 2.431 -0.441 0.687  -0.105
C 0.577 0.347 -0.521  -0.509
C -0.297 1.375 -0.938  -0.027
C -0.852 -1.296 -0.300  -0.179
H 3.337 -1.134 -0.119  0.143
H 1.271 -1.431 0.879  0.197
H 3.056 0.219 1.739  0.148
H -1.221 1.126 -1.627  0.082
H -0.251 2.559 -0.664  0.105
H -1.471 -2.163 -0.775  0.130
H -3.630 -0.435 -0.321  0.312
H -1.592 1.527 1.110  0.177
N 0.417 -1.109 -0.617  0.031
N -1.919 -0.326 0.165  -0.181
O 1.715 0.737 0.011  -0.166
O -1.572 0.445 1.292  -0.157

2S+1	1
energy above the lowest of the compared OMol25 structures with the same formula, charge and spin	1468.8	kJ/mol
largest force on an atom	0.1032	hartree/bohr
E_tot	-11338.8899	eV
frontier orbital gap	5.8	eV

(4)
The following is a DFT calculation (ωB97M-V with the def2-TZVPD basis set) of the molecule C2H4N4.

Each line ends with the Löwdin charge.
Positions of all 10 atoms, in Å:
C -1.288 -0.477 -0.024  -0.286
N -0.371 -1.250 -0.192  -0.008
N 1.008 -0.829 0.303  -0.022
C 1.279 0.436 -0.131  -0.314
N 0.422 1.369 -0.166  0.032
N -0.998 0.933 0.100  -0.053
H -2.339 -0.904 -0.254  0.138
H 1.561 -1.837 -0.073  0.217
H 2.312 0.736 -0.106  0.106
H -1.585 1.822 0.543  0.191

SMILES string	C1=NNC=NN1
2S+1	1
energy above the lowest of the compared OMol25 structures with the same formula, charge and spin	427.7	kJ/mol
largest force on an atom	0.1164	hartree/bohr
E_tot	-8094.8817	eV
frontier orbital gap	9.0	eV